# 1
C48H57MoN2P3S2 as an isolated structure. Source: the OMol25 dataset; level of theory: ωB97M-V with the def2-TZVPD basis set.

Each line ends with the Löwdin spin population.
CARTESIAN COORDINATES (ANGSTROEM)
Mo (-0.13021, -0.89308, 0.71111)  1.570
C (-1.07772, -4.26884, -0.15477)  0.000
P (-1.83857, -2.60393, -0.06866)  0.026
C (-3.40116, -3.02168, 0.77099)  0.003
C (-4.40392, -3.68825, 0.07050)  0.001
C (-5.54250, -4.12882, 0.73113)  0.000
C (-5.67888, -3.92351, 2.09550)  0.000
C (-4.66984, -3.28223, 2.80025)  0.000
C (-3.53437, -2.83437, 2.14342)  0.001
C (-2.33135, -2.28403, -1.79869)  0.006
C (-1.53450, -2.77101, -2.83666)  0.001
C (-1.89698, -2.56757, -4.15833)  0.000
C (-3.05367, -1.86213, -4.46137)  -0.001
C (-3.83331, -1.34728, -3.43698)  0.000
C (-3.47571, -1.55453, -2.11127)  0.000
C (0.29983, -4.16463, 0.38868)  0.007
C (1.17395, -5.18613, 0.66476)  0.008
C (2.20813, -4.63247, 1.45372)  0.011
C (1.90058, -3.30793, 1.61795)  0.005
C (2.64322, -2.24288, 2.33715)  -0.003
P (2.43726, -0.84993, 1.19714)  0.014
C (3.44786, -1.42919, -0.20252)  0.008
C (2.80861, -1.68173, -1.41285)  0.009
C (3.49576, -2.25100, -2.47446)  0.001
C (4.83535, -2.57904, -2.33258)  0.000
C (5.47912, -2.35265, -1.12327)  0.000
C (4.78677, -1.79193, -0.06176)  0.001
C (3.29512, 0.48631, 2.08238)  0.001
C (4.58164, 0.93476, 1.80161)  0.000
C (5.15117, 1.94413, 2.56357)  0.000
C (4.44134, 2.51337, 3.61154)  0.000
C (3.15804, 2.06815, 3.89867)  0.000
C (2.58634, 1.05831, 3.13979)  0.000
N (0.74272, -2.97503, 0.93870)  0.017
H (-1.14727, -4.68623, -1.15854)  0.000
H (-1.68161, -4.90707, 0.49287)  0.000
H (-4.30749, -3.86219, -0.99422)  0.000
H (-6.32168, -4.63480, 0.17525)  0.000
H (-6.56674, -4.26853, 2.60999)  0.000
H (-4.76368, -3.12318, 3.86694)  0.000
H (-2.74727, -2.34180, 2.69597)  0.001
H (-0.62152, -3.31128, -2.61575)  0.000
H (-1.27503, -2.96121, -4.95233)  0.000
H (-3.34237, -1.70931, -5.49371)  0.000
H (-4.73207, -0.78852, -3.66631)  0.000
H (-4.09398, -1.16281, -1.31327)  0.000
H (1.04749, -6.21837, 0.37615)  0.000
H (3.06897, -5.13597, 1.86612)  0.001
H (3.69489, -2.49167, 2.47826)  -0.001
H (2.20750, -1.97589, 3.30326)  0.000
H (1.75485, -1.43995, -1.52274)  0.009
H (2.98154, -2.44329, -3.40777)  0.000
H (5.37547, -3.02606, -3.15747)  0.000
H (6.51890, -2.62802, -1.00174)  0.000
H (5.29329, -1.65365, 0.88632)  0.000
H (5.13155, 0.52873, 0.96215)  0.000
H (6.14952, 2.29334, 2.33201)  0.000
H (4.88685, 3.30493, 4.20048)  0.000
H (2.59640, 2.50992, 4.71200)  0.000
H (1.57710, 0.72149, 3.35477)  0.001
S (-0.47676, -1.17592, 3.06267)  0.119
C (-1.77997, -0.07663, 3.50926)  0.011
C (-1.96012, 0.25914, 4.85097)  0.008
C (-3.02996, 1.04386, 5.24666)  -0.002
C (-3.94068, 1.49517, 4.29747)  0.009
C (-3.76829, 1.16740, 2.96390)  -0.002
C (-2.68563, 0.38721, 2.55255)  0.010
S (-2.47805, 0.03614, 0.84959)  0.037
H (-1.25095, -0.10836, 5.58315)  0.000
H (-3.15538, 1.29898, 6.29113)  0.000
H (-4.78348, 2.10586, 4.59579)  0.001
H (-4.47197, 1.52059, 2.21922)  0.000
C (-0.81327, 4.84942, -0.87453)  0.001
C (-0.39663, 3.63475, -0.03245)  0.002
C (-1.58337, 3.22678, 0.84788)  0.002
C (0.69283, 4.09129, 0.95386)  0.000
P (0.22719, 2.15498, -1.01546)  0.023
N (0.22539, 0.86155, -0.09627)  0.060
C (-0.84782, 1.89001, -2.54706)  0.004
C (-0.60720, 0.46939, -3.07518)  0.005
C (-0.63036, 2.86645, -3.71086)  0.001
C (-2.33336, 1.95610, -2.16902)  0.001
C (1.95761, 2.64638, -1.62546)  0.003
C (2.11567, 4.02300, -2.28899)  0.000
C (2.44108, 1.59002, -2.62755)  0.000
C (2.92214, 2.61311, -0.43613)  0.001
H (-1.00156, 5.67830, -0.18563)  0.000
H (-1.73696, 4.67800, -1.42378)  0.000
H (-0.05349, 5.18038, -1.57638)  0.000
H (-1.91033, 4.11937, 1.39017)  0.000
H (-1.28264, 2.47694, 1.57769)  0.000
H (-2.43122, 2.83341, 0.29824)  0.001
H (0.21681, 4.73649, 1.69667)  0.000
H (1.47527, 4.67651, 0.47493)  0.000
H (1.14524, 3.25267, 1.48569)  0.000
H (0.39278, 0.30867, -3.46492)  0.000
H (-1.31659, 0.28658, -3.88444)  0.000
H (-0.79583, -0.26700, -2.29960)  0.006
H (0.34134, 2.74403, -4.18455)  0.000
H (-0.75513, 3.90865, -3.43104)  0.000
H (-1.38562, 2.64138, -4.46969)  0.000
H (-2.56606, 1.33584, -1.30924)  0.001
H (-2.91029, 1.58126, -3.01846)  0.000
H (-2.66921, 2.97229, -1.96946)  0.000
H (1.46513, 4.19177, -3.14024)  0.000
H (3.14712, 4.08956, -2.64922)  0.000
H (1.97890, 4.83774, -1.58019)  0.000
H (1.95261, 1.67726, -3.59609)  0.000
H (2.29623, 0.58194, -2.25032)  0.000
H (3.51198, 1.73145, -2.79322)  0.000
H (3.01811, 3.58067, 0.05048)  0.000
H (3.91484, 2.33088, -0.79263)  0.000
H (2.61616, 1.89046, 0.30701)  0.001

Cartesian forces, eV/Å:
-0.456 0.303 -0.061
-0.042 0.022 -0.008
0.081 0.061 -0.229
0.006 -0.021 0.063
-0.032 0.023 0.004
0.001 -0.007 -0.024
-0.005 0.004 0.015
0.021 0.001 0.011
-0.030 -0.016 -0.029
-0.058 -0.054 -0.008
-0.028 0.020 0.030
0.011 0.020 -0.017
0.004 -0.007 -0.012
-0.020 0.019 0.025
0.005 0.018 0.010
0.040 0.034 -0.023
0.002 -0.026 -0.014
0.025 -0.011 -0.012
-0.048 0.032 0.086
0.025 -0.030 -0.039
0.079 0.075 0.174
-0.018 0.045 -0.020
-0.034 0.016 0.002
0.030 0.003 0.016
-0.012 -0.010 -0.018
-0.002 -0.004 -0.003
0.045 0.025 -0.002
-0.027 0.057 -0.012
0.036 0.044 -0.047
0.001 0.017 0.013
-0.005 -0.006 0.007
0.027 0.007 0.012
-0.028 0.058 -0.040
-0.002 0.035 0.083
0.054 -0.001 -0.019
-0.023 -0.024 -0.020
0.002 -0.003 0.017
0.004 -0.002 0.003
-0.001 0.009 -0.004
-0.004 -0.003 -0.004
0.012 0.000 0.010
0.010 -0.004 -0.005
-0.002 0.002 0.002
0.003 -0.003 0.007
0.003 -0.002 0.002
-0.005 0.009 -0.001
-0.001 0.006 0.002
-0.010 0.000 -0.002
0.009 -0.021 0.010
-0.019 -0.005 0.000
0.031 -0.007 0.023
0.006 -0.002 0.003
-0.002 0.005 0.004
-0.004 0.001 0.000
-0.017 -0.020 -0.020
-0.020 0.025 0.037
-0.001 -0.003 -0.004
-0.004 -0.003 0.001
0.003 0.002 -0.005
0.011 -0.010 -0.004
0.073 0.054 0.137
0.018 -0.071 0.024
-0.016 0.011 0.027
0.001 -0.001 -0.003
0.002 0.003 -0.005
-0.020 0.010 0.000
-0.045 0.011 -0.023
0.189 0.044 0.072
0.000 -0.003 -0.011
0.001 0.001 -0.005
0.004 -0.003 0.001
0.006 -0.005 0.002
-0.057 -0.008 0.019
-0.017 0.094 0.028
0.050 0.009 0.059
-0.029 0.021 0.024
-0.202 0.119 0.292
0.331 -0.681 -0.595
-0.016 -0.015 -0.060
-0.043 0.023 0.088
0.050 -0.063 -0.008
0.001 0.064 -0.007
0.018 -0.015 -0.101
0.010 0.033 0.087
-0.034 -0.004 -0.063
0.165 -0.041 -0.053
-0.010 -0.005 -0.014
-0.006 -0.028 -0.019
0.027 -0.006 -0.025
-0.008 -0.013 0.001
-0.011 -0.008 -0.020
-0.030 -0.023 -0.060
-0.006 0.000 -0.006
-0.043 -0.009 0.027
-0.023 0.025 0.004
0.077 0.011 -0.017
0.005 -0.004 -0.021
0.014 -0.001 0.043
0.001 0.023 -0.002
-0.016 0.084 0.059
0.008 0.003 0.011
-0.014 -0.059 0.073
-0.012 0.011 -0.007
0.008 0.009 0.025
-0.045 -0.016 -0.048
-0.005 -0.003 0.006
-0.009 -0.003 -0.011
-0.019 -0.014 0.002
0.016 -0.037 0.016
-0.002 0.001 0.006
0.036 -0.094 -0.009
0.035 -0.032 0.025
-0.033 -0.090 0.070

Output
Energy relative to the best compared isomer or geometry (same formula, charge and spin)   0.00 kJ/mol
E_tot   -3861.49174 Eh
Molar mass   914.994 g mol⁻¹
Largest force on an atom   1.0 eV Å⁻¹
Frontier orbital gap (spin up / spin down)   6.53 / 6.76 eV
Spin multiplicity   3

---

# 2
C48H57N6OSSnTe as an isolated structure. Source: the OMol25 dataset; level of theory: ωB97M-V with the def2-TZVPD basis set.

Each line ends with the Mulliken charge.
CARTESIAN COORDINATES (ANGSTROEM)
Sn (0.72676, 0.82224, 0.18968)  1.294
C (3.19100, -1.88067, -1.87821)  -0.886
C (2.95842, -1.21095, -3.24161)  -0.503
C (2.10335, -0.00077, -3.09658)  -0.552
C (2.49284, 1.32277, -3.21195)  0.020
C (3.76786, 1.90831, -3.70467)  -0.199
C (3.53035, 2.90518, -4.83838)  -1.401
C (1.16211, 1.92957, -3.10763)  0.050
C (0.25386, 1.83852, -4.35303)  -1.214
C (-0.12535, 0.57605, -4.23059)  -1.014
C (-1.15648, -0.47422, -4.53057)  2.169
C (-2.13105, -0.14505, -5.64755)  -1.571
C (-3.13649, -1.24269, -6.02521)  -1.628
C (-0.39939, -1.85491, -4.63382)  0.493
C (-0.03078, -2.20684, -3.37486)  0.016
C (0.09971, -3.46465, -2.63459)  -1.255
C (-0.18254, -3.57412, -1.30315)  -0.018
N (-0.39941, -2.47840, -0.46035)  0.223
C (-1.36150, -2.82269, 0.33510)  0.395
C (-2.32533, -1.84341, 0.88325)  -1.404
C (-2.56053, -0.65833, 0.26111)  0.718
N (-1.66251, -0.25103, -0.72287)  1.103
C (-2.36036, -0.02705, -1.78654)  -1.320
C (-1.63733, -0.70364, -2.99060)  0.053
C (0.54295, 0.03094, -2.97508)  1.130
N (0.59982, 1.24570, -2.07704)  0.167
C (-3.80790, 0.17469, -1.43156)  0.467
C (-3.91445, -0.17522, -0.12888)  -0.160
C (-5.12038, -0.19342, 0.75098)  -1.441
C (-5.27782, 1.12232, 1.51876)  -0.945
C (-4.90998, 0.70548, -2.29226)  -0.789
C (-5.22525, -0.16147, -3.50199)  -0.886
C (-1.65382, -4.28052, 0.25328)  0.114
C (-0.85898, -4.76356, -0.72714)  0.102
C (-0.83024, -6.14486, -1.30174)  -1.179
C (-1.95393, -6.39032, -2.31346)  -1.023
C (-2.62381, -5.01994, 1.11861)  -1.295
C (-2.11040, -5.17448, 2.55264)  -1.249
N (-0.26873, -1.06361, -2.53393)  0.562
C (-0.14050, -2.53194, -5.93897)  0.332
C (0.49338, -3.91396, -5.83853)  -1.463
H (3.75150, -2.80618, -2.00890)  0.443
H (2.24373, -2.12100, -1.39181)  -0.017
H (3.74876, -1.21811, -1.21775)  0.299
H (2.48518, -1.91435, -3.92683)  -0.205
H (3.91609, -0.92354, -3.67859)  0.565
H (4.44457, 1.11391, -4.02033)  0.450
H (4.26254, 2.41026, -2.86728)  0.141
H (3.06240, 2.42419, -5.69844)  0.315
H (4.47151, 3.34365, -5.16596)  0.477
H (2.88125, 3.72058, -4.51210)  0.306
H (0.00871, 2.63201, -5.03942)  0.625
H (-1.54344, 0.12536, -6.52914)  0.458
H (-2.65219, 0.77181, -5.35829)  0.592
H (-2.79730, -1.82961, -6.87583)  0.488
H (-4.09534, -0.81202, -6.30863)  0.465
H (-3.32027, -1.93584, -5.20211)  0.361
H (0.14742, -4.38429, -3.20200)  0.546
H (-3.11634, -2.24794, 1.50491)  0.424
H (-2.22692, -1.62816, -3.01379)  0.634
H (-5.02864, -1.01339, 1.46690)  0.321
H (-6.01792, -0.39368, 0.16391)  0.488
H (-4.40420, 1.30325, 2.14822)  0.012
H (-6.15750, 1.09693, 2.16165)  0.490
H (-5.37972, 1.96326, 0.83114)  0.308
H (-4.64823, 1.71527, -2.62443)  0.399
H (-5.80346, 0.81595, -1.67537)  0.376
H (-4.37809, -0.18700, -4.17857)  -0.182
H (-6.07888, 0.23021, -4.05529)  0.523
H (-5.45269, -1.18719, -3.20560)  0.358
H (-0.91261, -6.86857, -0.48817)  0.528
H (0.13964, -6.32850, -1.76961)  0.399
H (-2.93032, -6.30261, -1.83519)  0.335
H (-1.87782, -7.38605, -2.75046)  0.388
H (-1.92021, -5.65950, -3.12401)  0.220
H (-2.82685, -6.00154, 0.68698)  0.338
H (-3.58375, -4.49452, 1.13149)  0.344
H (-1.16302, -5.71413, 2.56536)  0.351
H (-2.82483, -5.71973, 3.16935)  0.421
H (-1.93896, -4.20030, 3.01526)  0.299
H (0.52624, -1.86907, -6.50727)  0.337
H (-1.05137, -2.59140, -6.53298)  -0.027
H (1.42818, -3.88881, -5.27555)  0.308
H (0.71388, -4.29915, -6.83307)  0.470
H (-0.17847, -4.62384, -5.35496)  0.302
C (0.63391, 5.22717, 0.46080)  -1.342
C (-0.18635, 3.99486, 0.70904)  0.515
O (-0.05312, 2.99447, -0.01301)  -0.305
N (-1.07910, 4.03305, 1.69952)  -0.014
C (-1.90893, 2.89213, 2.05890)  -0.336
C (-1.25875, 2.06954, 3.14490)  0.497
C (-1.82927, 1.89847, 4.39381)  -0.746
C (-1.14063, 1.14784, 5.33929)  -0.586
C (0.08370, 0.60461, 4.99803)  -0.938
C (0.57759, 0.83050, 3.71917)  0.019
N (-0.07491, 1.55041, 2.81310)  0.239
H (1.57271, 4.92752, 0.00176)  0.228
H (0.83269, 5.77664, 1.38023)  0.423
H (0.09544, 5.88193, -0.22660)  0.321
H (-1.09628, 4.84919, 2.28884)  0.260
H (-2.02394, 2.28387, 1.16014)  -0.310
H (-2.89468, 3.24566, 2.35700)  0.392
H (-2.79046, 2.34104, 4.62235)  0.471
H (-1.55702, 0.99591, 6.32647)  0.430
H (0.65856, 0.01751, 5.70061)  0.488
H (1.53112, 0.41748, 3.41330)  0.236
Te (3.46713, 1.80182, 0.11223)  -0.268
C (3.79257, 1.32090, 2.13019)  0.038
C (3.78357, 2.14266, 3.22251)  -0.262
C (4.08491, 1.46317, 4.43717)  -0.446
C (4.31273, 0.13328, 4.25042)  -0.579
S (4.16693, -0.28977, 2.59707)  -0.161
H (3.58489, 3.20311, 3.15560)  0.432
H (4.14265, 1.94701, 5.40209)  0.402
H (4.57600, -0.60507, 4.99089)  0.415

Cartesian forces, eV/Å:
0.387 -0.162 -0.253
-0.047 -0.004 0.030
-0.025 0.051 0.014
-0.094 -0.052 -0.032
-0.057 0.043 0.032
0.025 0.051 -0.003
-0.002 -0.005 0.007
0.060 -0.329 0.198
-0.007 -0.008 0.042
0.022 -0.074 0.031
0.037 0.037 -0.004
-0.010 0.016 0.000
-0.026 0.023 0.021
-0.019 -0.003 -0.026
0.029 -0.031 0.064
0.003 0.037 -0.030
0.010 -0.018 -0.004
0.018 0.033 -0.094
-0.025 -0.020 0.064
0.000 -0.077 0.034
-0.028 0.153 -0.051
-0.095 -0.073 0.072
0.058 0.063 -0.065
0.020 0.032 0.087
0.140 0.098 0.061
-0.233 0.244 -0.250
0.030 -0.028 -0.042
-0.003 -0.034 0.044
0.005 -0.004 0.001
0.015 -0.007 0.007
0.008 0.024 0.005
-0.030 -0.041 0.001
0.007 0.026 0.046
-0.026 0.017 -0.058
0.005 -0.006 0.009
-0.008 0.006 -0.007
-0.018 0.018 -0.007
-0.004 0.018 0.004
-0.057 -0.049 -0.010
0.014 0.004 -0.008
0.004 0.001 -0.001
-0.002 0.005 0.005
0.000 0.004 -0.001
0.020 0.009 -0.011
-0.012 -0.034 -0.036
0.007 0.006 0.037
0.001 -0.005 -0.012
0.000 -0.007 -0.026
0.002 -0.006 -0.001
-0.001 -0.007 0.007
-0.002 0.001 0.004
-0.008 -0.007 0.000
-0.001 0.013 -0.001
-0.022 -0.021 0.013
-0.018 0.012 0.010
-0.005 0.012 0.002
-0.003 0.002 0.013
0.001 0.002 -0.002
0.001 0.004 -0.001
0.006 -0.001 -0.019
-0.011 -0.019 -0.011
-0.005 0.023 -0.003
-0.002 -0.014 0.006
0.000 -0.005 -0.004
-0.003 0.000 -0.001
0.008 -0.008 -0.024
0.009 0.014 0.009
0.046 -0.029 -0.056
0.006 0.005 0.000
-0.010 0.011 0.005
0.001 -0.007 0.000
0.001 0.014 -0.007
0.002 0.008 -0.001
-0.002 -0.004 0.005
0.006 -0.004 0.001
0.032 -0.013 0.011
-0.006 -0.009 -0.017
-0.005 -0.006 -0.002
-0.003 0.002 -0.001
0.005 0.000 -0.002
-0.009 -0.003 -0.011
0.015 -0.020 0.031
-0.007 0.001 0.012
0.012 0.008 -0.001
-0.005 -0.003 -0.014
-0.016 -0.015 0.031
0.203 -0.074 -0.021
-0.114 -0.040 -0.123
-0.109 0.028 0.054
0.035 0.011 -0.015
-0.010 0.081 -0.050
-0.022 -0.057 -0.022
-0.014 0.004 -0.001
0.031 -0.007 -0.022
-0.051 0.005 0.099
0.032 0.032 0.162
0.008 -0.012 0.019
-0.024 0.015 -0.005
0.011 -0.018 -0.012
-0.024 -0.001 0.003
-0.053 -0.001 0.001
0.026 0.034 0.048
0.007 0.002 -0.001
0.002 0.000 -0.001
-0.006 0.007 -0.003
0.064 -0.029 -0.017
-0.017 0.125 0.049
-0.026 0.022 0.015
0.025 -0.009 0.004
-0.012 0.008 -0.017
-0.034 0.017 -0.004
-0.017 -0.020 -0.008
-0.004 -0.005 0.002
-0.005 -0.002 -0.006
-0.009 -0.003 -0.005

Output
Energy relative to the best compared isomer or geometry (same formula, charge and spin)   1179.50 kJ/mol
E_tot   -3147.05479 Eh
Molar mass   1012.403 g mol⁻¹
Largest force on an atom   0.5 eV Å⁻¹
Frontier orbital gap (spin up / spin down)   5.72 / 5.72 eV
Spin multiplicity   1
Total charge   +1

---

Which of these has the lowest spin multiplicity? C48H57N6OSSnTe

---

Among the records above, which one has the lowest E_tot? C48H57MoN2P3S2

---

Which of these has the lowest molar mass? C48H57MoN2P3S2

---

Among the records above, which one has the highest E_tot? C48H57N6OSSnTe